C41H40N12O2Sr | ωB97M-V/def2-TZVPD

Geometry (Å):
Sr (0.57, 0.09, 1.01)
C (-2.17, 2.95, 3.80)
C (-0.95, 2.39, 3.42)
N (-0.53, 2.40, 2.16)
C (-1.32, 3.00, 1.26)
C (-2.57, 3.50, 1.65)
N (-2.98, 3.48, 2.90)
C (-0.87, 3.03, -0.14)
C (-1.48, 3.90, -1.06)
C (-1.18, 3.79, -2.42)
C (-0.20, 2.85, -2.77)
C (0.42, 2.10, -1.78)
N (0.07, 2.17, -0.49)
C (1.48, 1.14, -2.11)
C (1.65, 0.61, -3.39)
N (2.64, -0.21, -3.69)
C (3.51, -0.49, -2.73)
C (3.31, -0.04, -1.43)
N (2.29, 0.75, -1.12)
C (-1.91, 4.57, -3.44)
C (-3.13, 5.17, -3.15)
C (-3.80, 5.86, -4.15)
N (-3.34, 5.96, -5.38)
C (-2.19, 5.40, -5.67)
C (-1.43, 4.70, -4.74)
H (-2.51, 2.97, 4.82)
H (-0.29, 1.93, 4.15)
H (-3.27, 3.91, 0.93)
H (-2.16, 4.65, -0.72)
H (0.08, 2.73, -3.80)
H (0.97, 0.84, -4.20)
H (4.36, -1.11, -3.01)
H (3.98, -0.30, -0.63)
H (-3.59, 5.10, -2.17)
H (-4.74, 6.34, -3.96)
H (-1.86, 5.51, -6.69)
H (-0.47, 4.30, -5.05)
C (-1.18, -3.13, 2.09)
N (-0.76, -1.89, 2.74)
C (-0.05, -2.21, 3.97)
C (-1.95, -1.08, 3.03)
C (-2.65, -0.53, 1.80)
C (-4.03, -0.39, 1.87)
C (-4.74, 0.18, 0.83)
C (-4.05, 0.59, -0.30)
C (-2.67, 0.43, -0.36)
C (-1.92, -0.12, 0.68)
H (-1.83, -3.73, 2.74)
H (-0.31, -3.72, 1.83)
H (-1.74, -2.88, 1.19)
H (-0.68, -2.77, 4.68)
H (0.29, -1.30, 4.46)
H (0.82, -2.83, 3.73)
H (-1.63, -0.22, 3.64)
H (-2.67, -1.66, 3.63)
H (-4.56, -0.70, 2.76)
H (-5.81, 0.31, 0.90)
H (-4.58, 1.05, -1.13)
H (-2.18, 0.78, -1.26)
O (6.38, -4.67, 1.89)
N (6.27, -3.85, 2.77)
O (6.91, -3.83, 3.79)
C (5.28, -2.78, 2.61)
C (5.45, -1.70, 3.41)
C (4.55, -0.60, 3.37)
C (4.72, 0.54, 4.16)
C (3.81, 1.57, 4.05)
C (2.74, 1.42, 3.17)
N (2.54, 0.34, 2.45)
C (3.42, -0.66, 2.52)
C (3.22, -1.83, 1.69)
N (2.13, -1.87, 0.92)
C (1.94, -2.89, 0.11)
C (2.84, -3.95, 0.01)
C (3.95, -3.95, 0.82)
C (4.18, -2.88, 1.70)
H (6.28, -1.67, 4.10)
H (5.56, 0.60, 4.84)
H (3.92, 2.47, 4.64)
H (2.02, 2.22, 3.03)
H (1.04, -2.85, -0.49)
H (2.66, -4.76, -0.67)
H (4.66, -4.76, 0.76)
N (-2.75, -4.15, -4.46)
C (-2.19, -2.85, -3.98)
C (-1.29, -3.06, -2.74)
N (-0.69, -1.86, -2.23)
H (-3.29, -4.04, -5.33)
H (-3.37, -4.56, -3.74)
H (-1.98, -4.82, -4.63)
H (-3.02, -2.18, -3.74)
H (-1.61, -2.40, -4.80)
H (-0.49, -3.76, -3.00)
H (-1.89, -3.49, -1.94)
H (-1.37, -1.18, -1.91)
H (-0.06, -1.43, -2.90)

Gap between HOMO and LUMO in hartree: 0.2239
Calculated total energy in a.u.: -2424.13525
Molar mass in g mol⁻¹: 820.47
HOMO level in Eh: -0.422
Multiplicity: 1
Net charge: +2

Atomic partial charges in e from the Löwdin method, atoms 1 to 8: 1.3657 -0.0818 -0.1168 0.0739 -0.2013 -0.0454 0.1225 -0.2077